--- P ---
18
Properties=species:S:1:pos:R:3 method="wB97M-V/def2-TZVPD" lumo_ev=0.7 charge=0 smiles=CCCCO.O gap_ev=10.66 e_homo_ha=-0.367
C -2.765 0.764 0.814
H 0.423 -0.487 -1.465
O 2.560 1.547 -0.559
C 0.394 -1.039 -0.516
C -0.522 -0.385 0.480
H 0.146 -2.073 -0.774
C -1.885 -0.071 -0.117
H -2.155 1.429 1.426
H -3.386 0.151 1.463
H -0.643 -1.084 1.316
H 2.091 -0.525 0.402
H -3.474 1.454 0.340
O 1.693 -1.313 0.041
H -1.713 0.584 -1.007
H 2.244 1.354 -1.439
H 3.313 2.131 -0.504
H -0.118 0.544 0.879
H -2.369 -0.968 -0.537

---

--- Q ---
18
Properties=species:S:1:pos:R:3 method="wB97M-V/def2-TZVPD" lumo_ev=0.7 charge=0 smiles="C/C=C/C.O.O" gap_ev=9.55 e_homo_ha=-0.326
H 2.566 -2.345 0.070
H 1.467 1.082 -1.827
H -1.116 -2.167 1.282
C 0.373 1.202 -1.595
H 0.204 -1.027 1.734
H 3.790 -1.318 -0.113
H -1.777 1.037 0.592
O 2.769 -1.373 -0.114
O -1.979 1.885 1.035
H 0.097 2.268 -1.585
H -1.583 -0.439 1.650
H -0.199 0.604 -2.374
C 0.138 0.509 -0.280
H -1.134 -1.040 -1.052
H -2.881 1.991 1.057
H 0.656 0.879 0.594
C -0.594 -0.644 -0.249
C -0.797 -1.104 1.177

---

Which is more stable than every other structure shown? P is more stable than every other one.